(1)
2 unconnected molecules or ions with the total composition C3H10N2O2 at a distorted geometry, computed with wB97M-V/def2-TZVPD.

Calculated values
HOMO level (alpha / beta), eV: -15.359 / -13.598
Total energy, Eh: -379.93872
Net charge: +1
⟨S²⟩: 0.758
Energy above the lowest of the compared OMol25 structures with the same formula, charge and spin, kJ/mol: 215.3
LUMO energy (alpha / beta), eV: -2.794 / -9.810
HOMO-LUMO gap (alpha / beta), Eh: 0.4618 / 0.1392
Spin multiplicity: 2

Geometry (Å):
C: -0.6980 0.1695 -1.1033
N: -0.2985 0.0155 -2.5093
C: 0.3943 0.9499 -0.3976
N: 0.0891 1.2460 0.9943
H: -0.8445 -0.8143 -0.6275
H: -1.5958 0.7993 -1.0539
H: 0.4172 -0.7232 -2.5034
H: -1.0715 -0.3749 -3.0438
H: 0.6675 1.8533 -0.9648
H: 1.2730 0.2906 -0.4748
H: 0.8841 1.6151 1.5115
H: -0.5670 2.0229 1.0667
H: -0.3372 0.0346 1.5769
O: -0.4391 -0.9091 2.1927
C: 0.4665 -1.7863 1.8407
O: 1.2246 -1.7558 0.9119
H: 0.4354 -2.6330 2.5835

***

(2)
2 unconnected molecules or ions with the total composition C6H10O at a distorted geometry, computed with wB97M-V/def2-TZVPD.

Calculated values
HOMO level (alpha / beta), eV: -0.387 / -2.885
Total energy, Eh: -309.75151
Net charge: -1
⟨S²⟩: 0.777
Energy above the lowest of the compared OMol25 structures with the same formula, charge and spin, kJ/mol: 96.2
LUMO energy (alpha / beta), eV: 4.165 / 4.127
HOMO-LUMO gap (alpha / beta), Eh: 0.1673 / 0.2577
Spin multiplicity: 2

Geometry (Å):
C: 0.8741 2.2190 -0.3419
C: 1.9801 1.6249 -0.8059
C: -0.1162 0.1074 0.5692
C: -0.2930 1.3281 -0.0594
C: -1.3873 -1.4464 2.0262
C: -1.2229 -0.7940 0.8252
H: 0.7690 3.2386 0.0267
H: 2.9697 2.1121 -1.0067
H: 2.0533 0.5070 -0.6980
H: 0.7066 0.0426 1.3168
H: -1.2447 1.7982 -0.2509
H: -0.7493 -1.3389 2.9014
H: -2.2195 -2.1432 2.1211
H: -2.0835 -0.6202 0.1674
H: -0.4926 -2.8917 -1.7785
H: 0.3193 -1.8798 -0.9622
O: 0.1403 -2.1753 -1.8701

***

(3)
2 unconnected molecules or ions with the total composition C5H13NOS at a distorted geometry, computed with wB97M-V/def2-TZVPD.

Calculated values
HOMO level, eV: -8.380
Structure (SMILES): CC(N)=O.CCSC
Total energy, Eh: -726.48726
Energy above the lowest of the compared OMol25 structures with the same formula, charge and spin, kJ/mol: 36.3
LUMO energy, eV: 0.787
HOMO-LUMO gap, Eh: 0.3369

Geometry (Å):
C: -3.6009 -0.0394 0.6392
C: -2.1339 -0.4201 0.8938
N: -1.5009 0.3796 1.7846
O: -1.6326 -1.4400 0.4112
H: -3.8028 0.9402 1.0163
H: -4.2719 -0.7494 1.1607
H: -3.9678 -0.0769 -0.3793
H: -0.5250 0.1447 1.9686
H: -2.0004 1.2122 2.2102
C: 1.4253 0.7933 -1.9024
C: 0.8942 -0.1885 -0.8816
S: 1.6053 -0.1189 0.7614
C: 3.2712 -0.5107 0.2622
H: 2.5080 0.7114 -1.9468
H: 1.1669 1.7484 -1.6045
H: 1.0282 0.6395 -2.8786
H: -0.2053 -0.0039 -0.7943
H: 0.9698 -1.1902 -1.2519
H: 3.8918 0.3539 0.4727
H: 3.5607 -1.3719 0.8561
H: 3.3203 -0.8132 -0.7976